Computed, not measured: C3H4N4 in the gas phase, with ωB97M-V/def2-TZVPD.

Properties
Highest occupied orbital energy: -8.6 eV
ΔE to the lowest compared entry with this formula, charge and spin: 179.5 kcal per mole
Orbital gap: 8.792 eV
Structure (SMILES): [H]/N=N\N=C/N1C=C1
LUMO energy: 0.0076 Ha

ORCA input file:
```
! RIJCOSX wB97M-V def2-TZVPD def2/J DEFGRID3
* xyz 0 1
H -2.60 0.52 1.09
N -2.52 0.63 0.07
N -1.77 -0.04 -0.57
N -1.03 -1.04 0.11
C 0.23 -1.33 -0.16
N 1.14 -0.43 -0.51
C 1.98 0.52 0.43
C 1.05 0.95 -0.30
H 0.60 -2.36 0.11
H 2.81 0.33 0.97
H 0.36 1.81 -0.52
*
```

---

Computed, not measured: a molecular structure, C13H35GaN2O6P, with ωB97M-V/def2-TZVPD.

Properties
Highest occupied orbital energy: -4.5 eV
Orbital gap: 7.056 eV
LUMO energy: 0.0931 Ha

ORCA input file:
```
! RIJCOSX wB97M-V def2-TZVPD def2/J DEFGRID3
* xyz -1 1
N -0.64 1.50 -1.70
P -0.25 -0.02 -1.78
O -1.41 -0.93 -1.05
O 1.04 -0.36 -0.79
Ga 0.08 -1.00 -3.96
N 0.09 -2.93 -3.62
C -1.49 -0.61 -5.15
C -2.31 0.61 -4.75
O -1.91 1.78 -5.49
C 1.91 -0.60 -4.78
C 2.10 0.90 -4.81
C 1.34 1.72 -5.99
O 1.04 1.62 -4.45
H -1.54 1.60 -1.25
H -1.18 -1.06 -0.12
H 1.79 0.20 -1.02
H 0.90 -3.11 -3.03
H -0.69 -3.10 -2.99
H -1.20 -0.53 -6.19
H -2.15 -1.48 -5.10
H -2.24 0.81 -3.69
H -3.37 0.44 -4.96
H -1.63 2.42 -4.84
H 2.03 -0.98 -5.78
H 2.70 -0.97 -4.12
H 3.10 1.27 -4.58
H 1.05 0.75 -6.45
H 0.38 2.16 -6.24
C 2.54 -0.13 2.48
C 2.07 -1.57 2.38
O 2.64 -2.43 3.35
C 2.38 -2.12 4.71
C 0.91 -2.12 5.08
H 3.63 -0.08 2.41
H 2.10 0.46 1.68
H 2.25 0.33 3.43
H 2.37 -1.98 1.42
H 0.97 -1.62 2.41
H 2.84 -1.16 4.97
H 2.90 -2.89 5.28
H 0.34 -1.35 4.55
H 0.80 -1.92 6.15
H 0.46 -3.09 4.86
C -0.91 2.40 2.23
C -0.94 0.96 2.70
O -0.84 0.80 4.11
C -1.87 1.40 4.87
C -3.27 0.88 4.55
H 0.00 2.90 2.57
H -0.92 2.43 1.14
H -1.76 2.97 2.59
H -0.07 0.44 2.30
H -1.83 0.45 2.32
H -1.84 2.49 4.77
H -1.63 1.17 5.91
H -3.56 1.10 3.53
H -4.00 1.35 5.21
H -3.31 -0.20 4.69
*
```

---

Computed, not measured: 2 unconnected molecules or ions with the total composition C30H29NO7S2, with ωB97M-V/def2-TZVPD.

Properties
Highest occupied orbital energy: -7.2 eV
Orbital gap: 7.019 eV
LUMO energy: -0.0065 Ha

ORCA input file:
```
! RIJCOSX wB97M-V def2-TZVPD def2/J DEFGRID3
* xyz 0 1
C 0.46 -3.28 -5.48
O 1.52 -3.74 -4.68
C 1.65 -3.09 -3.46
C 2.55 -3.60 -2.53
C 2.74 -3.01 -1.31
C 2.01 -1.88 -0.94
C 2.19 -1.28 0.39
C 1.23 -0.99 1.25
S 1.77 -0.27 2.80
C 2.48 1.28 2.23
C 3.85 1.39 2.14
C 4.42 2.58 1.73
C 3.61 3.65 1.41
C 2.24 3.54 1.52
C 1.67 2.35 1.93
O 0.59 0.09 3.67
O 2.90 -1.15 3.28
S -0.48 -1.33 0.84
C -1.26 -1.66 2.42
C -2.32 -0.88 2.83
C -2.92 -1.15 4.05
C -2.45 -2.19 4.83
C -1.39 -2.96 4.40
C -0.80 -2.70 3.19
O -1.01 -0.07 0.20
O -0.57 -2.67 0.13
C 1.09 -1.37 -1.86
C 0.92 -1.95 -3.09
H 0.35 -3.93 -6.34
H -0.46 -3.30 -4.89
H 0.67 -2.26 -5.82
H 3.10 -4.49 -2.79
H 3.42 -3.43 -0.59
H 3.21 -1.09 0.69
H 4.46 0.54 2.41
H 5.49 2.66 1.66
H 4.06 4.58 1.08
H 1.61 4.39 1.29
H 0.60 2.26 2.04
H -2.66 -0.08 2.20
H -3.74 -0.54 4.39
H -2.91 -2.39 5.78
H -1.02 -3.77 5.02
H 0.03 -3.29 2.83
H 0.47 -0.54 -1.58
H 0.21 -1.52 -3.78
C 5.45 -3.27 6.12
C 6.16 -3.22 4.78
O 5.73 -4.23 3.90
C 6.44 -4.15 2.71
C 5.92 -4.90 1.63
N 6.46 -4.90 0.35
C 7.70 -4.37 0.09
C 8.23 -4.35 -1.17
C 7.50 -4.88 -2.22
C 6.25 -5.42 -1.97
C 5.75 -5.43 -0.70
O 7.45 -3.45 2.59
H 5.62 -2.37 6.72
H 4.37 -3.36 5.97
H 5.77 -4.13 6.71
H 5.99 -2.27 4.26
H 7.25 -3.33 4.89
H 5.01 -5.44 1.81
H 8.25 -3.96 0.91
H 9.21 -3.95 -1.35
H 7.90 -4.87 -3.22
H 5.69 -5.85 -2.78
H 4.78 -5.85 -0.50
*
```

---

Computed, not measured: a molecular structure, C27H24ClN8OS3W, with ωB97M-V/def2-TZVPD.

Properties
Highest occupied orbital energy (spin up / spin down): -16.0 / -16.2 eV
ΔE to the lowest compared entry with this formula, charge and spin: 11.8 kcal per mole
Orbital gap (spin up / spin down): 6.290 / 6.389 eV
LUMO energy (spin up / spin down): -0.3577 / -0.3622 Ha

ORCA input file:
```
! RIJCOSX wB97M-V def2-TZVPD def2/J DEFGRID3
* xyz 3 3
W 0.10 -0.28 -0.28
Cl -4.52 0.44 5.37
C -3.28 0.09 4.24
C -2.00 -0.26 4.69
C -0.99 -0.52 3.78
C -1.21 -0.42 2.40
O -0.27 -0.66 1.52
C -2.52 -0.07 1.93
C -2.83 0.02 0.54
N -2.00 -0.14 -0.46
C -2.48 -0.11 -1.79
C -3.81 -0.09 -2.18
C -4.15 -0.09 -3.54
C -3.19 -0.10 -4.51
C -1.82 -0.09 -4.15
C -0.79 -0.05 -5.11
C 0.51 0.02 -4.68
C 0.79 0.01 -3.31
N -0.15 -0.08 -2.36
C -1.46 -0.11 -2.78
C -3.53 0.16 2.88
H -1.81 -0.32 5.75
H -0.02 -0.83 4.14
H -3.88 0.22 0.33
H -4.61 -0.10 -1.47
H -5.20 -0.07 -3.81
H -3.46 -0.10 -5.56
H -1.04 -0.07 -6.16
H 1.33 0.09 -5.38
H 1.82 0.07 -2.98
H -4.53 0.41 2.54
C 3.30 1.69 -1.05
C 3.34 0.23 -0.79
N 2.28 -0.54 -0.59
C 2.66 -1.87 -0.44
C 4.01 -2.07 -0.49
S 4.85 -0.60 -0.75
C 1.62 -2.87 -0.37
C 1.75 -4.23 -0.31
S 0.22 -4.99 -0.33
C -0.54 -3.45 -0.40
N 0.31 -2.43 -0.43
C -2.01 -3.30 -0.43
H 2.28 2.03 -1.21
H 3.90 1.95 -1.92
H 3.74 2.24 -0.22
H 4.55 -2.99 -0.40
H 2.65 -4.82 -0.27
H -2.49 -4.27 -0.46
H -2.32 -2.74 -1.32
H -2.37 -2.77 0.45
C 3.46 3.06 3.64
C 2.42 3.30 2.62
N 2.00 4.46 2.23
N 1.08 4.25 1.28
C 0.91 2.94 1.04
S -0.14 2.26 -0.09
N 1.77 2.31 1.90
N 1.86 0.92 1.99
H 3.82 4.02 3.98
H 4.30 2.50 3.23
H 3.07 2.51 4.49
H 0.62 5.03 0.84
H 2.82 0.66 2.22
H 1.28 0.58 2.76
*
```

---

Computed, not measured: 2 unconnected molecules or ions with the total composition C11H12FN2O, with ωB97M-V/def2-TZVPD.

Properties
Highest occupied orbital energy (spin up / spin down): -12.4 / -12.4 eV
ΔE to the lowest compared entry with this formula, charge and spin: 3.4 kcal per mole
Orbital gap (spin up / spin down): 7.125 / 7.124 eV
LUMO energy (spin up / spin down): -0.1932 / -0.1932 Ha

ORCA input file:
```
! RIJCOSX wB97M-V def2-TZVPD def2/J DEFGRID3
* xyz 1 1
C -3.56 -1.39 -0.21
C -2.82 -1.66 0.91
C -3.17 -0.43 -1.17
C -1.70 -0.90 1.18
C -2.03 0.29 -0.96
C 3.86 -1.45 -0.18
C 2.77 -2.30 -0.15
C -1.33 0.14 0.32
C 1.91 -0.23 0.15
C 0.23 2.16 -0.39
C -0.40 1.18 0.64
N 3.23 -0.15 0.02
N 1.55 2.63 0.01
O 1.63 -1.48 -0.05
F -0.04 1.12 1.88
H -4.41 -1.92 -0.19
H -3.06 -2.33 1.69
H -3.78 -0.42 -2.05
H -1.15 -0.83 2.08
H -1.91 1.12 -1.59
H 4.94 -1.56 -0.31
H 2.59 -3.38 -0.44
H 0.24 1.57 -1.39
H -0.45 3.11 -0.45
H 1.66 3.46 -0.57
H 3.79 0.71 0.19
H 1.41 2.92 1.01
*
```

---

Computed, not measured: a molecular structure, C35H52AuFN2OSi3, with ωB97M-V/def2-TZVPD.

Properties
Highest occupied orbital energy: -7.5 eV
Orbital gap: 6.574 eV
LUMO energy: -0.0323 Ha

ORCA input file:
```
! RIJCOSX wB97M-V def2-TZVPD def2/J DEFGRID3
* xyz 0 1
Au 0.02 0.42 -0.15
C -0.39 1.62 3.04
O 0.34 0.81 2.12
Si 2.00 0.70 1.97
C 2.83 1.97 3.07
C 2.49 -0.94 2.71
C 2.12 0.91 0.10
Si 3.32 -0.38 -0.61
C 3.78 -0.30 -2.44
C 4.99 -0.17 0.25
C 2.71 -2.15 -0.36
Si 2.43 2.75 -0.28
C 4.14 3.29 0.28
C 1.12 3.79 0.57
C 2.39 3.34 -2.06
H -0.08 2.66 2.96
H -0.21 1.27 4.06
H -1.45 1.55 2.81
H 2.49 1.80 4.10
H 2.66 3.02 2.83
H 3.91 1.79 3.06
H 2.33 -0.88 3.79
H 3.55 -1.16 2.56
H 1.92 -1.79 2.34
H 3.99 0.71 -2.81
H 3.06 -0.78 -3.10
H 4.71 -0.87 -2.53
H 5.49 0.74 -0.10
H 5.64 -1.01 0.00
H 4.93 -0.11 1.33
H 1.66 -2.22 -0.07
H 3.30 -2.68 0.39
H 2.81 -2.71 -1.30
H 4.37 3.09 1.33
H 4.26 4.36 0.12
H 4.91 2.79 -0.32
H 1.11 3.73 1.66
H 0.12 3.51 0.22
H 1.28 4.84 0.31
H 3.08 2.82 -2.73
H 2.71 4.38 -2.02
H 1.39 3.32 -2.51
C -1.08 -1.60 4.01
C -2.10 -1.48 2.87
C -3.49 -1.78 3.43
C -1.76 -2.40 1.71
C -1.57 -3.74 2.04
C -1.28 -4.68 1.07
C -1.23 -4.29 -0.24
C -1.45 -2.97 -0.64
C -1.41 -2.76 -2.15
C -2.54 -1.91 -2.72
C -0.02 -2.33 -2.62
C -1.68 -1.98 0.36
N -1.81 -0.58 0.06
C -3.05 0.00 0.25
C -4.25 -0.73 0.16
C -5.49 -0.13 0.30
C -5.60 1.23 0.55
C -4.44 1.98 0.67
C -3.22 1.37 0.52
F -2.11 2.15 0.69
H -1.32 -0.90 4.81
H -0.06 -1.40 3.66
H -1.09 -2.60 4.45
H -2.08 -0.46 2.51
H -3.54 -2.80 3.81
H -4.27 -1.66 2.68
H -3.72 -1.11 4.26
H -1.64 -4.05 3.08
H -1.11 -5.72 1.35
H -1.04 -5.02 -1.02
H -1.57 -3.76 -2.56
H -2.44 -0.86 -2.46
H -3.51 -2.25 -2.35
H -2.55 -1.98 -3.81
H 0.31 -1.43 -2.12
H -0.01 -2.15 -3.69
H 0.71 -3.12 -2.39
H -4.19 -1.79 -0.03
H -6.38 -0.74 0.22
H -6.57 1.70 0.66
H -4.47 3.04 0.88
N -1.39 2.38 -7.12
C -1.15 2.08 -6.04
C -0.84 1.70 -4.68
C -1.78 1.91 -3.67
C -1.49 1.52 -2.37
C -0.27 0.95 -2.07
C 0.67 0.78 -3.07
C 0.39 1.14 -4.37
H -2.74 2.35 -3.91
H -2.25 1.68 -1.62
H 1.64 0.39 -2.83
H 1.13 1.00 -5.15
*
```

---

Computed, not measured: C5H8N2O in the gas phase, with ωB97M-V/def2-TZVPD.

Properties
Highest occupied orbital energy: -9.0 eV
ΔE to the lowest compared entry with this formula, charge and spin: 83.6 kcal per mole
Orbital gap: 9.735 eV
Structure (SMILES): [H]/N=C(\C)N(C=C)C=O
LUMO energy: 0.0280 Ha

ORCA input file:
```
! RIJCOSX wB97M-V def2-TZVPD def2/J DEFGRID3
* xyz 0 1
H -1.15 -2.49 -0.06
N -0.44 -1.85 -0.15
C -0.87 -0.59 -0.14
C -2.33 -0.07 0.11
N 0.36 0.29 -0.36
C 1.58 -0.36 -0.11
C 2.79 0.13 0.18
C 0.12 1.64 -0.14
O -0.97 2.12 -0.06
H -2.81 -1.09 0.04
H -2.29 0.06 1.38
H -2.86 0.81 -0.55
H 1.24 -1.48 -0.28
H 3.61 -0.50 0.18
H 2.86 1.16 0.20
H 1.14 2.24 -0.26
*
```

---

Computed, not measured: a gas-phase ion, C7H11N4O (charge +1), with ωB97M-V/def2-TZVPD.

Properties
Highest occupied orbital energy: -12.7 eV
ΔE to the lowest compared entry with this formula, charge and spin: 65.8 kcal per mole
Orbital gap: 7.718 eV
Structure (SMILES): C/N=C/NC1=C(C)C=N/[N+]1=C\O
LUMO energy: -0.1822 Ha

ORCA input file:
```
! RIJCOSX wB97M-V def2-TZVPD def2/J DEFGRID3
* xyz 1 1
C -3.38 1.23 -0.63
N -2.09 0.64 -0.57
C -1.92 -0.19 0.37
N -0.70 -0.78 0.68
C 0.56 -0.46 0.22
C 1.61 -1.26 -0.15
C 1.66 -2.74 -0.21
C 2.61 -0.32 -0.56
N 2.31 0.91 -0.29
N 1.06 0.84 0.21
C 0.60 2.01 0.71
O 1.34 2.99 0.62
H -3.54 1.82 0.28
H -3.21 1.86 -1.53
H -4.15 0.52 -0.93
H -2.61 -0.61 0.96
H -0.78 -1.64 1.17
H 0.86 -3.27 0.23
H 1.82 -2.99 -1.22
H 2.61 -3.09 0.22
H 3.52 -0.41 -0.98
H -0.36 2.24 1.20
H 2.20 2.70 0.20
*
```

---

Computed, not measured: a molecular structure, C24H25AuBN8O4, with ωB97M-V/def2-TZVPD.

Properties
Highest occupied orbital energy (spin up / spin down): -13.6 / -13.6 eV
Orbital gap (spin up / spin down): 5.164 / 4.447 eV
LUMO energy (spin up / spin down): -0.3088 / -0.3351 Ha

ORCA input file:
```
! RIJCOSX wB97M-V def2-TZVPD def2/J DEFGRID3
* xyz 2 2
Au 0.40 1.41 -0.19
C -3.24 1.45 -0.98
C -2.80 0.69 0.23
C -3.54 -0.17 1.05
C -2.64 -0.63 1.99
N -1.44 -0.07 1.76
N -1.55 0.73 0.67
B -0.05 -0.23 2.46
N 1.00 -0.89 1.49
C 1.66 -2.05 1.63
C 2.53 -2.21 0.56
C 2.37 -1.08 -0.23
C 3.04 -0.69 -1.50
N 1.44 -0.32 0.35
N 0.49 1.23 2.69
C 0.75 1.93 3.79
C 1.24 3.18 3.42
C 1.26 3.19 2.03
C 1.68 4.23 1.06
N 0.80 1.99 1.63
N -0.04 -0.94 3.78
C -0.97 -1.45 4.64
C -0.31 -1.90 5.75
C 1.05 -1.61 5.51
C 2.22 -1.88 6.41
N 1.21 -1.03 4.34
H -4.33 1.55 -0.98
H -2.96 0.92 -1.89
H -2.81 2.45 -1.00
H -4.58 -0.42 0.97
H -2.80 -1.33 2.78
H 1.47 -2.67 2.48
H 3.20 -3.03 0.39
H 3.76 -1.45 -1.79
H 3.58 0.25 -1.38
H 2.32 -0.58 -2.31
H 0.60 1.49 4.76
H 1.56 3.97 4.07
H 2.07 5.10 1.58
H 0.84 4.58 0.45
H 2.46 3.86 0.39
H -2.02 -1.45 4.44
H -0.75 -2.36 6.62
H 1.90 -2.38 7.32
H 2.72 -0.95 6.68
H 2.95 -2.52 5.91
O -0.51 -1.08 -1.87
C -0.36 -0.09 -2.54
O 0.06 1.08 -2.11
C -0.62 -0.12 -4.03
C -0.60 1.09 -4.81
C -0.85 1.11 -6.16
C -1.11 -0.13 -6.73
O -1.38 -0.41 -7.98
C -1.55 -1.83 -8.09
O -1.39 -2.34 -6.76
C -1.12 -1.33 -5.96
C -0.88 -1.35 -4.59
H -0.38 2.01 -4.29
H -0.84 2.02 -6.74
H -0.78 -2.24 -8.73
H -2.56 -2.05 -8.44
H -0.90 -2.25 -4.00
*
```

---

Computed, not measured: a molecular structure, C3H9ClInO, with ωB97M-V/def2-TZVPD.

Properties
Highest occupied orbital energy: -4.8 eV
Orbital gap: 8.166 eV
LUMO energy: 0.1243 Ha

ORCA input file:
```
! RIJCOSX wB97M-V def2-TZVPD def2/J DEFGRID3
* xyz -1 1
C -1.30 1.50 0.06
C -1.36 -0.01 -0.10
Cl -2.99 -0.42 -0.90
C -0.18 -0.58 -0.84
In 1.48 -0.94 0.59
O 3.28 -0.54 -0.40
H -1.60 1.99 -0.87
H -1.96 1.85 0.86
H -0.28 1.79 0.30
H -1.48 -0.47 0.89
H -0.44 -1.52 -1.32
H 0.11 0.12 -1.63
H 1.35 0.22 1.93
H 1.43 -2.62 1.14
H 3.94 -0.36 0.28
*
```

---

Computed, not measured: a molecular structure, C9H10N4Os, with ωB97M-V/def2-TZVPD.

Properties
Highest occupied orbital energy (spin up / spin down): -6.7 / -8.0 eV
Orbital gap (spin up / spin down): 6.700 / 4.939 eV
LUMO energy (spin up / spin down): 0.0000 / -0.1131 Ha

ORCA input file:
```
! RIJCOSX wB97M-V def2-TZVPD def2/J DEFGRID3
* xyz 0 5
C -0.70 -2.24 -0.34
C -1.94 -1.63 -0.71
C -2.71 -1.40 0.49
C -1.90 -1.80 1.62
C -0.66 -2.32 1.09
Os -1.07 -0.30 0.74
N 2.07 0.96 -1.25
C 2.43 1.51 -2.34
C 0.25 0.99 -1.26
H -3.73 -1.05 0.58
H -2.26 -1.51 -1.73
H -2.24 -1.84 2.64
H 0.10 -2.84 1.65
H 0.06 -2.61 -1.02
H -0.13 0.69 -2.35
H 2.22 0.92 -3.19
H 2.80 0.30 -0.78
H 0.10 2.11 -1.12
H 2.40 2.60 -2.26
N 0.09 1.29 1.63
C 0.73 1.95 2.38
N 1.20 2.66 3.26
C 2.23 3.44 3.47
N 3.14 4.15 3.71
*
```

---

The calculation returns the following max |F| values, one per record and in order: 3.69; 2.46; 3.98; 2.21; 4.13; 0.51; 5.10; 3.90; 0.62; 0.41; 9.96 eV Å⁻¹.